No. 1
This record from the Open Molecules 2025 dataset describes C23H30NPPd as an isolated structure in a non-equilibrium geometry. The level of theory is ωB97M-V with the def2-TZVPD basis set.

Values from the calculation:
2S+1	3
lowest unoccupied orbital energy (alpha / beta)	0.023 / -0.034	hartree
HOMO-LUMO gap (alpha / beta)	6.0 / 6.4	eV
M	457.9	g/mol
electronic energy	-38592.483	eV

Positions of all 56 atoms, in Å:
1 C -2.57534 0.90938 -3.77695
2 C -2.34700 -0.31502 -3.16939
3 C -1.52943 -0.42486 -2.01857
4 C -0.97618 0.73161 -1.48716
5 C -1.22698 1.96643 -2.07725
6 C -2.04263 2.06129 -3.21603
7 C -1.35907 -1.77894 -1.39119
8 C 0.05794 -2.32959 -1.16580
9 N 1.12473 -1.32950 -1.05660
10 Pd 0.26516 0.70633 0.22758
11 C -0.57332 3.18987 -1.49607
12 P 1.04321 2.61762 -0.82713
13 H -2.77368 -1.22965 -3.58201
14 H -2.19843 3.04479 -3.66228
15 H -3.16398 0.97374 -4.70018
16 H -1.14132 3.62467 -0.65525
17 H -0.39367 3.96327 -2.25388
18 H -1.88049 -1.80142 -0.42013
19 H -1.85857 -2.50735 -2.04181
20 H 0.04721 -2.87984 -0.21634
21 C 1.70866 3.98716 0.13685
22 C 2.05433 2.59381 -2.34344
23 H 0.31347 -3.02153 -1.98976
24 C 1.61950 -0.86901 -2.36161
25 C 2.24375 -1.83804 -0.24588
26 H 0.14955 1.79058 1.61921
27 H 2.05804 -1.71297 -2.91563
28 H 0.80492 -0.43176 -2.94070
29 H 2.37903 -0.09891 -2.19443
30 H 2.82212 -2.61325 -0.77543
31 H 2.88596 -0.98747 0.00310
32 H 1.84998 -2.25159 0.68629
33 H 2.12488 3.62190 -2.73294
34 H 3.05899 2.22799 -2.09322
35 H 1.61327 1.95172 -3.11763
36 H 1.83762 4.86546 -0.51297
37 H 1.03075 4.22832 0.96579
38 H 2.68578 3.68181 0.53924
39 H 0.91945 1.62874 1.61266
40 C 0.92039 -2.56619 4.94011
41 C 1.77176 -1.87751 4.06370
42 C 1.24720 -1.13459 3.01310
43 C -0.14811 -1.08212 2.77304
44 C -0.76194 -0.35774 1.72155
45 C -2.12132 -0.32033 1.56617
46 C -2.97764 -0.99869 2.48283
47 C -2.42387 -1.72786 3.51952
48 C -1.02101 -1.79740 3.68251
49 C -0.45447 -2.51760 4.75315
50 H 1.33181 -3.12156 5.78614
51 H 2.85776 -1.91764 4.23098
52 H 1.89127 -0.54869 2.35366
53 H -2.53374 0.23328 0.73031
54 H -4.05242 -0.94058 2.34114
55 H -3.04325 -2.26189 4.24142
56 H -1.14063 -3.00867 5.44762

Partial charges, Mulliken, in e: number 1, C, carries -0.9110; number 2, C, carries -0.9323; number 3, C, carries 1.6153; number 4, C, carries 0.2421; number 5, C, carries 1.2325; number 6, C, carries -0.7666; number 7, C, carries -0.8788; number 8, C, carries -0.8844; number 9, N, carries 0.6447; number 10, Pd, carries -1.9393; number 11, C, carries -1.4524; number 12, P, carries 1.2998; number 13, H, carries 0.3821; number 14, H, carries 0.4051; number 15, H, carries 0.3667; number 16, H, carries 0.4148; number 17, H, carries 0.4854; number 18, H, carries 0.2373; number 19, H, carries 0.4032; number 20, H, carries 0.4508; number 21, C, carries -1.2611; number 22, C, carries -1.5838; number 23, H, carries 0.3616; number 24, C, carries -1.2484; number 25, C, carries -1.2899; number 26, H, carries 0.0061; number 27, H, carries 0.3880; number 28, H, carries 0.3697; number 29, H, carries 0.2392; number 30, H, carries 0.3070; number 31, H, carries 0.2512; number 32, H, carries 0.4399; number 33, H, carries 0.4606; number 34, H, carries 0.3487; number 35, H, carries 0.3317; number 36, H, carries 0.4308; number 37, H, carries 0.3885; number 38, H, carries 0.3647; number 39, H, carries 0.0570; number 40, C, carries -0.5594; number 41, C, carries -0.8127; number 42, C, carries -0.4272; number 43, C, carries 1.9746; number 44, C, carries -0.4230; number 45, C, carries -0.7561; number 46, C, carries -0.7162; number 47, C, carries -0.9454; number 48, C, carries 0.9409; number 49, C, carries -0.7319; number 50, H, carries 0.3662; number 51, H, carries 0.3631; number 52, H, carries 0.3950; number 53, H, carries 0.4684; number 54, H, carries 0.4112; number 55, H, carries 0.3285; number 56, H, carries 0.3475



No. 2
This record from the Open Molecules 2025 dataset describes C23H31AsN3OReSSbSe4 as an isolated structure. The level of theory is ωB97M-V with the def2-TZVPD basis set.

Values from the calculation:
2S+1	1
lowest unoccupied orbital energy (alpha / beta)	-0.397 / -0.392	hartree
charge	+3
HOMO-LUMO gap (alpha / beta)	5.3 / 5.5	eV
M	1096.3	g/mol
electronic energy	-372572.412	eV

Positions of all 66 atoms, in Å:
1 Re -0.77620 -0.95705 1.16917
2 Se 1.52783 -4.29649 0.81994
3 Sb 2.57050 -2.30031 1.30261
4 Se 0.42080 -1.03899 3.03582
5 Se 1.31558 -0.67406 -0.44714
6 Se 4.34475 -1.19184 2.23638
7 C -5.04270 -4.05954 3.01574
8 N -4.13463 -2.92090 2.88424
9 C -4.14595 -1.79235 3.65745
10 C -3.14991 -0.99328 3.19768
11 N -2.52364 -1.62469 2.13904
12 C -3.15313 -2.79175 1.99375
13 H -5.40785 -4.08776 4.03822
14 H -4.49574 -4.97496 2.80681
15 H -5.87842 -3.94535 2.32931
16 H -4.84473 -1.66255 4.46370
17 H -2.83033 -0.04079 3.57595
18 H -2.89937 -3.56741 1.28977
19 C -0.41203 -3.56354 -2.31159
20 S -1.74660 -3.32718 -1.13959
21 C -3.06886 -2.87418 -2.25523
22 O -1.43385 -1.95978 -0.46303
23 H -0.31985 -2.69134 -2.95585
24 H -0.65989 -4.44998 -2.89484
25 H 0.50040 -3.74407 -1.74761
26 H -2.79205 -1.98978 -2.82838
27 H -3.97131 -2.69863 -1.67152
28 H -3.22374 -3.72878 -2.91432
29 C 1.74120 2.48857 -1.90298
30 As 2.65282 1.29917 -0.69100
31 C 4.19988 0.60351 -1.59740
32 C 3.09304 2.29054 0.93791
33 C 4.37418 3.01876 0.65846
34 C 4.32689 4.31231 0.13494
35 C 5.50226 4.98646 -0.15691
36 C 6.72700 4.37196 0.06973
37 C 6.77869 3.08444 0.59182
38 C 5.60782 2.40607 0.88115
39 H 2.50836 3.13868 -2.32791
40 H 1.01673 3.09376 -1.36025
41 H 1.26582 1.92505 -2.70568
42 H 4.91027 1.42207 -1.70939
43 H 3.89133 0.22608 -2.57203
44 H 4.64907 -0.18990 -0.99999
45 H 3.12781 1.59221 1.77428
46 H 2.26109 2.98432 1.07875
47 H 3.37398 4.80524 -0.01656
48 H 5.46253 5.99438 -0.54564
49 H 7.64332 4.90044 -0.14845
50 H 7.73416 2.61652 0.78225
51 H 5.65385 1.40632 1.29588
52 C -1.32002 1.04603 1.31645
53 C -2.16392 0.89732 0.09582
54 C -3.52246 0.54140 0.17637
55 C -4.26237 0.32489 -0.96807
56 C -3.65193 0.45824 -2.21937
57 C -2.32450 0.87163 -2.32326
58 C -1.59623 1.08678 -1.17290
59 C -4.37883 0.13216 -3.40696
60 N -4.90966 -0.18898 -4.37184
61 H -1.89273 1.32097 2.19943
62 H -0.48500 1.73893 1.18828
63 H -4.00099 0.44435 1.14129
64 H -5.30812 0.05919 -0.90735
65 H -1.88864 1.02271 -3.30068
66 H -0.56573 1.41477 -1.24470

Partial charges, Mulliken, in e: number 1, Re, carries -0.1893; number 2, Se, carries -0.2820; number 3, Sb, carries 0.8414; number 4, Se, carries -0.0888; number 5, Se, carries -0.0595; number 6, Se, carries -0.2002; number 7, C, carries -0.8210; number 8, N, carries 0.1073; number 9, C, carries -0.5244; number 10, C, carries -0.7102; number 11, N, carries 0.2873; number 12, C, carries -0.4088; number 13, H, carries 0.3294; number 14, H, carries 0.3555; number 15, H, carries 0.3298; number 16, H, carries 0.4747; number 17, H, carries 0.5435; number 18, H, carries 0.4995; number 19, C, carries -0.8698; number 20, S, carries 0.3773; number 21, C, carries -0.8586; number 22, O, carries 0.4592; number 23, H, carries 0.3084; number 24, H, carries 0.4900; number 25, H, carries 0.2383; number 26, H, carries 0.1580; number 27, H, carries 0.2939; number 28, H, carries 0.6089; number 29, C, carries -1.3953; number 30, As, carries 0.6989; number 31, C, carries -1.1492; number 32, C, carries -0.8348; number 33, C, carries 0.2727; number 34, C, carries -0.3303; number 35, C, carries -0.7040; number 36, C, carries -0.5274; number 37, C, carries -0.6936; number 38, C, carries -0.0531; number 39, H, carries 0.5301; number 40, H, carries 0.4458; number 41, H, carries 0.4473; number 42, H, carries 0.4523; number 43, H, carries 0.4447; number 44, H, carries 0.3643; number 45, H, carries 0.5685; number 46, H, carries 0.5450; number 47, H, carries 0.4282; number 48, H, carries 0.4324; number 49, H, carries 0.4350; number 50, H, carries 0.4446; number 51, H, carries 0.1524; number 52, C, carries -0.5776; number 53, C, carries -0.4023; number 54, C, carries -0.0491; number 55, C, carries -1.0059; number 56, C, carries 0.0190; number 57, C, carries -0.6294; number 58, C, carries 0.6087; number 59, C, carries 0.0644; number 60, N, carries -0.3797; number 61, H, carries 0.4605; number 62, H, carries 0.3339; number 63, H, carries 0.6680; number 64, H, carries 0.6023; number 65, H, carries 0.5830; number 66, H, carries 0.0399



No. 3
This record from the Open Molecules 2025 dataset describes C23H31B2Cl2F4N8O8Ti as an isolated structure in a non-equilibrium geometry. The level of theory is ωB97M-V with the def2-TZVPD basis set.

Values from the calculation:
2S+1	2
lowest unoccupied orbital energy (alpha / beta)	-0.345 / -0.365	hartree
charge	+2
energy relative to the best compared isomer or geometry (same formula, charge and spin)	1.410	eV
HOMO-LUMO gap (alpha / beta)	2.4 / 1.8	eV
M	763.9	g/mol
electronic energy	-113023.501	eV

Positions of all 79 atoms, in Å:
1 Ti 3.59670 6.96033 16.03544
2 C 4.39841 3.45866 18.58850
3 C 4.27396 4.83265 17.96718
4 N 3.98484 4.97675 16.66194
5 O 3.84423 3.80494 15.92916
6 B 3.57835 4.25683 14.52019
7 F 2.43473 5.21986 14.60668
8 F 3.48924 3.16784 13.72776
9 O 4.71010 5.07579 13.98282
10 N 4.78426 6.37571 14.47957
11 C 5.89868 7.06805 14.20932
12 C 6.87461 6.54003 13.17246
13 C 6.11092 8.12089 15.15928
14 N 5.01146 8.38248 15.85123
15 O 5.12101 9.50508 16.63420
16 B 5.43038 9.00536 18.06242
17 F 6.53883 8.16398 17.98848
18 F 5.67811 10.00392 18.93805
19 O 4.19127 8.28521 18.59294
20 N 4.07321 7.10797 17.92478
21 C 4.31442 5.99332 18.68749
22 C 4.70236 6.00746 20.10899
23 C 7.38346 8.85607 15.46929
24 H 5.45913 3.25772 18.86674
25 H 4.16825 2.78482 17.80208
26 H 3.67588 3.43062 19.43646
27 H 7.14483 7.35847 12.53507
28 H 6.44929 5.77321 12.51971
29 H 7.79771 6.16288 13.69507
30 H 5.62824 6.54493 20.22585
31 H 4.87865 4.96607 20.39123
32 H 3.85066 6.43655 20.67477
33 H 8.26570 8.27818 15.11487
34 H 7.56283 8.95901 16.55275
35 H 7.33704 9.90988 15.13144
36 Cl 2.61115 10.88159 10.95291
37 C 1.12421 10.83504 11.87728
38 Cl -0.26890 11.88418 11.37156
39 H 1.36447 11.17212 12.87199
40 H 0.77858 9.81077 11.94739
41 C 11.95956 6.06228 18.33680
42 N 11.44151 5.30049 17.13501
43 C 12.31516 4.12643 17.00123
44 N 12.40500 3.29520 18.18880
45 C 12.89442 4.10083 19.32639
46 N 12.01258 5.23508 19.51810
47 C 10.66317 4.78715 19.83233
48 N 10.12634 4.00530 18.79060
49 C 10.13770 4.86450 17.58669
50 C 11.06779 2.91915 18.52767
51 H 11.33468 6.91973 18.53603
52 H 12.93944 6.41256 18.07251
53 H 13.32218 4.43228 16.65953
54 H 11.88091 3.46589 16.21850
55 H 13.85658 4.47698 19.01505
56 H 12.95851 3.47579 20.26701
57 H 10.02676 5.64133 20.01644
58 H 10.65149 4.14219 20.71300
59 H 9.45168 5.69283 17.78054
60 H 9.67898 4.24475 16.79538
61 H 10.59546 2.34122 17.72968
62 H 11.06294 2.21550 19.46099
63 O 0.45290 9.39873 15.19085
64 C 0.80179 8.29450 15.58931
65 O 2.07458 8.09092 15.91451
66 C -0.22145 7.21862 15.77255
67 C -0.23627 6.99661 17.17093
68 C -0.80698 5.87250 17.75729
69 C -1.47367 4.99824 16.91239
70 O -2.13755 3.83039 17.24030
71 C -2.57291 3.29768 15.93397
72 O -2.25383 4.31414 14.93095
73 C -1.55367 5.28184 15.55192
74 C -0.83849 6.32434 14.93055
75 H 0.33452 7.66386 17.78875
76 H -0.72448 5.73452 18.81066
77 H -3.68335 3.09041 15.99419
78 H -2.06994 2.36997 15.65494
79 H -0.95043 6.41679 13.85906

Partial charges, Mulliken, in e: number 1, Ti, carries 0.0094; number 2, C, carries -1.9487; number 3, C, carries 0.6146; number 4, N, carries 0.9136; number 5, O, carries -0.5092; number 6, B, carries 0.6137; number 7, F, carries -0.3387; number 8, F, carries -0.3041; number 9, O, carries -0.4506; number 10, N, carries 0.8485; number 11, C, carries -0.0393; number 12, C, carries -1.3888; number 13, C, carries 0.9413; number 14, N, carries 0.4036; number 15, O, carries -0.5013; number 16, B, carries 0.5926; number 17, F, carries -0.3512; number 18, F, carries -0.2878; number 19, O, carries -0.6587; number 20, N, carries 1.2123; number 21, C, carries 0.0461; number 22, C, carries -1.3112; number 23, C, carries -1.1084; number 24, H, carries 0.4112; number 25, H, carries 0.4308; number 26, H, carries 0.5033; number 27, H, carries 0.4662; number 28, H, carries 0.3546; number 29, H, carries 0.3388; number 30, H, carries 0.3074; number 31, H, carries 0.4632; number 32, H, carries 0.3141; number 33, H, carries 0.3939; number 34, H, carries 0.2920; number 35, H, carries 0.3230; number 36, Cl, carries -0.1499; number 37, C, carries -0.0320; number 38, Cl, carries -0.1533; number 39, H, carries 0.1899; number 40, H, carries 0.1505; number 41, C, carries -0.7484; number 42, N, carries 0.0513; number 43, C, carries -0.7296; number 44, N, carries 0.1106; number 45, C, carries -0.5883; number 46, N, carries 0.1226; number 47, C, carries -0.7627; number 48, N, carries 0.1289; number 49, C, carries -0.8156; number 50, C, carries -0.8686; number 51, H, carries 0.3338; number 52, H, carries 0.3625; number 53, H, carries 0.3158; number 54, H, carries 0.3576; number 55, H, carries 0.3576; number 56, H, carries 0.2815; number 57, H, carries 0.3024; number 58, H, carries 0.3669; number 59, H, carries 0.3763; number 60, H, carries 0.3599; number 61, H, carries 0.3774; number 62, H, carries 0.3117; number 63, O, carries -0.4727; number 64, C, carries 0.1152; number 65, O, carries -0.5427; number 66, C, carries 0.3424; number 67, C, carries -0.6928; number 68, C, carries -1.0144; number 69, C, carries 0.8647; number 70, O, carries -0.3560; number 71, C, carries -0.1938; number 72, O, carries -0.3550; number 73, C, carries 0.9053; number 74, C, carries -0.7083; number 75, H, carries 0.7683; number 76, H, carries 0.5688; number 77, H, carries 0.2912; number 78, H, carries 0.3075; number 79, H, carries 0.5675